2 unconnected molecules or ions with the total composition CH2O2S at a distorted geometry. Source: the Open Molecules 2025 dataset; level of theory: ωB97M-V/def2-TZVPD.

- gap between HOMO and LUMO (spin up / spin down) (eV) = 8.97 / 7.18
- HOMO level (spin up / spin down) (eV) = -9.4 / -9.0
- ΔE to the lowest compared entry with this formula, charge and spin (kcal/mol) = 175.68
- E_tot (eV) = -15992.317

XYZ file:
```
6
CH2O2S ωB97M-V/def2-TZVPD
C 0.76 0.03 0.23
O 1.31 -0.72 -0.70
O 1.32 0.75 -0.78
S -2.04 -0.30 -0.66
H 0.76 -0.05 1.38
H -2.11 0.29 0.53
```